(1)
{"formula": "C52H46Cl4N4PdSi2Te", "method": "wB97M-V/def2-TZVPD", "symbols": ["Pd", "Cl", "C", "C", "C", "C", "C", "C", "C", "C", "C", "C", "C", "C", "C", "C", "C", "C", "Cl", "C", "C", "C", "N", "C", "C", "C", "C", "C", "C", "Cl", "C", "C", "C", "C", "C", "C", "N", "C", "C", "C", "C", "C", "N", "C", "C", "C", "C", "Cl", "C", "C", "C", "C", "N", "H", "H", "H", "H", "H", "H", "H", "H", "H", "H", "H", "H", "H", "H", "H", "H", "H", "H", "H", "H", "H", "H", "H", "H", "C", "Si", "C", "C", "C", "Te", "C", "Si", "C", "C", "C", "H", "H", "H", "H", "H", "H", "H", "H", "H", "H", "H", "H", "H", "H", "H", "H", "H", "H", "H", "H", "H", "H"], "positions_angstrom": [[-0.36449, -0.46663, 0.18561], [4.97233, 6.80764, -1.78163], [4.21618, 5.26306, -1.43246], [3.18178, 4.80178, -2.22588], [2.58931, 3.58511, -1.94066], [3.02733, 2.73618, -0.89754], [4.01794, 3.30352, -0.06812], [4.60955, 4.52817, -0.33088], [2.37605, 1.44618, -0.63743], [2.43071, 0.77832, 0.67091], [3.44060, 0.75154, 1.64577], [2.99229, -0.06183, 2.70278], [1.73900, -0.52031, 2.35825], [0.71557, -1.40503, 2.91370], [0.91621, -2.84218, 2.92148], [-0.11732, -3.77371, 3.14383], [0.12802, -5.12976, 3.25663], [1.42276, -5.60703, 3.14228], [1.73787, -7.32995, 3.29490], [2.46872, -4.73265, 2.90143], [2.21422, -3.37772, 2.79105], [-0.53019, -0.80514, 2.69865], [-1.48758, -1.31597, 1.88517], [-2.67231, -0.58676, 2.07499], [-3.62692, -0.57834, 1.11376], [-4.98595, -0.03540, 1.31350], [-5.76394, -0.42670, 2.40312], [-7.04388, 0.07451, 2.60546], [-7.55867, 0.96977, 1.68820], [-9.17876, 1.60244, 1.91654], [-6.82482, 1.36714, 0.58096], [-5.55101, 0.85818, 0.39863], [-3.30854, -1.04814, -0.23275], [-4.16271, -1.61429, -1.17820], [-3.42312, -1.77178, -2.35807], [-2.14328, -1.26745, -2.09540], [-2.08309, -0.84494, -0.80079], [-1.07200, -1.02585, -3.03529], [0.09609, -0.38014, -2.75058], [1.02541, 0.15860, -3.73670], [1.89761, 0.94751, -3.09167], [1.60547, 0.88039, -1.65288], [0.54051, 0.04654, -1.50739], [-1.33247, -1.39106, -4.45159], [-0.53255, -2.32488, -5.10732], [-0.73591, -2.64206, -6.44385], [-1.76447, -2.02296, -7.12827], [-2.03048, -2.40922, -8.81732], [-2.59105, -1.10266, -6.50491], [-2.36886, -0.79528, -5.17231], [-2.53468, 0.19093, 3.36982], [-1.00870, 0.52225, 3.25995], [1.42145, -0.03799, 1.09482], [2.81053, 5.40897, -3.04179], [1.71660, 3.31878, -2.51655], [4.31167, 2.79642, 0.82988], [5.37391, 4.90982, 0.33421], [4.43359, 1.15675, 1.56883], [3.52048, -0.28587, 3.61868], [-1.13536, -3.42392, 3.20569], [-0.69072, -5.81934, 3.42205], [3.47798, -5.11021, 2.79422], [3.03363, -2.69862, 2.59274], [-5.35743, -1.14725, 3.09937], [-7.63639, -0.23549, 3.45623], [-7.25064, 2.06824, -0.12453], [-4.96805, 1.15565, -0.46373], [-5.20006, -1.86742, -1.01653], [-3.77410, -2.16916, -3.29752], [0.98917, -0.04302, -4.79621], [2.73663, 1.46933, -3.52092], [0.26315, -2.80830, -4.55448], [-0.10764, -3.36482, -6.94694], [-3.38983, -0.62818, -7.05905], [-3.00376, -0.07686, -4.66981], [-3.10168, 2.02144, 4.37083], [-0.52025, 0.75321, 4.20535], [-1.22788, 2.96549, 6.25516], [-0.14346, 3.77957, 4.94745], [0.10320, 5.56876, 5.50259], [1.52768, 2.94936, 4.89689], [-0.99485, 3.80474, 3.28173], [-0.54828, 2.18295, 1.91264], [-3.42937, 1.41874, 3.52039], [-2.80917, -1.01552, 4.86847], [-4.12720, -0.29843, 6.01096], [-3.41688, -2.71403, 4.31377], [-1.27011, -1.24106, 5.91871], [-0.77451, 3.09136, 7.24273], [-1.35121, 1.89586, 6.08176], [-2.22475, 3.41327, 6.28448], [0.50358, 5.61928, 6.51882], [-0.83932, 6.12214, 5.48312], [0.80414, 6.08250, 4.83991], [1.97556, 2.94398, 5.89549], [2.20481, 3.48051, 4.22339], [1.48390, 1.92043, 4.53056], [-0.60251, 4.66773, 2.73182], [-2.07146, 3.95513, 3.37864], [-4.47335, 1.16028, 3.69293], [-3.38409, 2.03697, 2.62168], [-5.08292, -0.13460, 5.50813], [-3.80845, 0.65115, 6.44709], [-4.29678, -1.00471, 6.82976], [-3.26487, -2.87816, 3.24594], [-4.48229, -2.83246, 4.52898], [-2.88059, -3.49755, 4.85474], [-0.98315, -0.30894, 6.41173], [-0.41661, -1.59195, 5.33644], [-1.48702, -1.97411, 6.70193]], "mol_weight_g_mol": 1159.0, "fmax_ev_per_a": 0.524, "homo_energy_ha": -0.0339, "total_charge": -2, "e_above_lowest_kj_mol": 0.0, "e_tot_ev": -137253.5422}



(2)
{"formula": "C52H46Cl4N8OSc", "method": "wB97M-V/def2-TZVPD", "symbols": ["Sc", "Cl", "C", "C", "C", "C", "C", "C", "C", "C", "C", "C", "C", "C", "C", "C", "C", "C", "Cl", "C", "C", "C", "N", "C", "C", "C", "C", "C", "C", "Cl", "C", "C", "C", "C", "C", "C", "N", "C", "C", "C", "C", "C", "N", "C", "C", "C", "C", "Cl", "C", "C", "C", "C", "N", "H", "H", "H", "H", "H", "H", "H", "H", "H", "H", "H", "H", "H", "H", "H", "H", "H", "H", "H", "H", "H", "H", "H", "H", "N", "C", "C", "N", "C", "C", "N", "H", "H", "H", "H", "H", "H", "H", "H", "H", "H", "H", "H", "H", "C", "N", "C", "C", "C", "O", "H", "H", "H", "H", "H", "H", "H", "H", "H"], "positions_angstrom": [[-0.15254, -0.24064, 0.05646], [-2.01345, 5.89697, 7.13370], [-1.73531, 4.87492, 5.76025], [-2.18990, 5.27178, 4.51296], [-1.96591, 4.44916, 3.41854], [-1.29262, 3.24072, 3.56263], [-0.84551, 2.86570, 4.82420], [-1.06294, 3.67604, 5.92949], [-1.04755, 2.36116, 2.37635], [-2.05934, 1.50011, 1.97769], [-3.35565, 1.45517, 2.60382], [-4.11459, 0.62137, 1.86129], [-3.28073, 0.14967, 0.78525], [-3.75437, -0.64188, -0.25965], [-5.19624, -1.04531, -0.24123], [-6.16591, -0.18007, -0.73779], [-7.50676, -0.53517, -0.73428], [-7.87534, -1.76986, -0.22504], [-9.54973, -2.22308, -0.21709], [-6.92961, -2.64914, 0.27579], [-5.59204, -2.27879, 0.26264], [-2.98864, -0.99927, -1.35965], [-1.64969, -0.74951, -1.53527], [-1.36999, -1.17195, -2.81109], [-0.14505, -1.07143, -3.46195], [-0.03114, -1.65469, -4.83491], [0.04698, -3.02960, -5.02733], [0.13870, -3.56732, -6.30312], [0.14908, -2.71222, -7.39268], [0.25759, -3.37133, -8.99322], [0.07218, -1.33886, -7.22769], [-0.01692, -0.81708, -5.94567], [0.96197, -0.40335, -2.94025], [2.21082, -0.24349, -3.64346], [2.97794, 0.57698, -2.89518], [2.20580, 0.91826, -1.72523], [1.00047, 0.26309, -1.74660], [2.58368, 1.88023, -0.79977], [1.77209, 2.33646, 0.23696], [2.10066, 3.45401, 1.08222], [1.10095, 3.57150, 1.98387], [0.15383, 2.52833, 1.68863], [0.58129, 1.78348, 0.62218], [3.92643, 2.51393, -0.97879], [5.07785, 1.82586, -0.60855], [6.33579, 2.38565, -0.77728], [6.43715, 3.65440, -1.32406], [8.00293, 4.36506, -1.54737], [5.30661, 4.36056, -1.70134], [4.05635, 3.78517, -1.52727], [-2.54417, -1.75167, -3.42264], [-3.54207, -1.64784, -2.52505], [-2.01182, 0.64915, 0.89907], [-2.71171, 6.21238, 4.40487], [-2.31846, 4.75158, 2.43971], [-0.31622, 1.92751, 4.94920], [-0.71799, 3.38616, 6.91216], [-3.65146, 2.03120, 3.46570], [-5.15562, 0.37477, 1.99379], [-5.87107, 0.78449, -1.13351], [-8.26194, 0.13471, -1.12122], [-7.23988, -3.60765, 0.66781], [-4.85001, -2.96877, 0.65008], [0.03447, -3.69502, -4.17133], [0.20148, -4.63560, -6.45606], [0.07866, -0.68973, -8.09204], [-0.08094, 0.25540, -5.80642], [2.44216, -0.67118, -4.60524], [3.95693, 0.96040, -3.13256], [2.98047, 4.07034, 0.99000], [0.99369, 4.30777, 2.76386], [4.98788, 0.82895, -0.19033], [7.23148, 1.85096, -0.49219], [5.40647, 5.34753, -2.13122], [3.17003, 4.33121, -1.82737], [-2.59222, -2.14800, -4.42366], [-4.57287, -1.94048, -2.64202], [0.01889, -0.65333, 2.56911], [0.04757, -2.06787, 2.93811], [-1.26427, -2.68366, 2.50333], [-1.51932, -2.44071, 1.08363], [-1.34682, -3.60555, 0.22146], [0.11248, -3.77373, -0.12895], [0.54669, -2.54535, -0.79373], [0.87638, -0.18809, 2.83972], [-0.73607, -0.17908, 3.05663], [0.19861, -2.22834, 4.01005], [0.88132, -2.53580, 2.41171], [-2.07638, -2.23680, 3.08555], [-1.27282, -3.75474, 2.73180], [-2.44660, -2.06170, 0.96058], [-1.91905, -3.43453, -0.69470], [-1.73523, -4.52226, 0.68125], [0.25142, -4.66461, -0.74898], [0.70993, -3.91975, 0.77377], [0.13457, -2.50651, -1.71990], [1.54639, -2.52104, -0.93844], [3.32367, 0.92838, 2.55773], [3.88542, -0.27487, 1.95910], [5.26938, -0.58811, 2.31638], [3.19456, -1.02532, 1.08950], [3.91589, -2.22779, 0.52806], [2.02833, -0.77147, 0.75671], [3.87778, 1.80787, 2.22825], [3.38987, 0.85657, 3.64437], [2.29101, 1.04991, 2.24918], [5.60030, 0.14850, 3.04352], [5.93252, -0.52720, 1.45316], [5.36157, -1.57316, 2.77146], [4.84677, -1.93942, 0.03894], [3.28470, -2.72873, -0.19404], [4.17560, -2.93200, 1.32017]], "mol_weight_g_mol": 985.8, "fmax_ev_per_a": 1.070, "homo_energy_ha": -0.3504, "total_charge": 1, "e_tot_ev": -139431.8220}